Below is a 10-piece molecular cluster, C35H56Cl28F3IN3O4 overall, with properties calculated with ωB97M-V/def2-TZVPD.

Results
- Kohn-Sham gap (eV) = 9.14
- E_HOMO (eV) = -11.81
- energy (eV) = -416737.036
- total charge = +1

Element x y z (Å)
I: -0.4879 -1.5709 -3.3260
Cl: -0.5274 0.1824 9.7370
Cl: 1.7048 -4.6000 -6.0717
Cl: -3.9377 -5.6116 3.0662
Cl: -4.8330 0.1132 -2.3353
Cl: -6.4555 -5.4663 -0.9068
Cl: 2.1262 -3.4196 4.1553
Cl: 2.3954 -1.8502 6.5813
Cl: 7.2040 -6.0191 5.5895
Cl: 4.3657 -5.5475 5.9584
Cl: -8.2234 -2.2501 1.4296
Cl: -6.9518 -5.1763 -3.7599
Cl: -3.2196 1.2234 9.4094
Cl: -2.8010 -1.6198 9.8022
Cl: -5.6813 -1.9250 -4.2388
Cl: 6.7044 5.4686 -5.2016
Cl: -6.6921 0.0150 0.4446
Cl: 1.9530 -2.5158 -8.0814
Cl: -8.5046 -3.6400 -1.8458
Cl: 8.3478 3.9445 -7.0504
Cl: -5.5248 -4.6421 5.2946
Cl: 2.0243 -0.5126 4.0339
Cl: -4.4214 -2.6836 -1.7243
Cl: -3.1518 -6.2399 5.7827
Cl: -5.4444 -1.9459 2.1998
Cl: 3.4715 -4.9810 -8.3461
Cl: 1.9790 0.0754 -5.1146
Cl: 8.7336 3.6480 -4.1871
Cl: 6.1278 -3.3684 5.1611
F: 5.9868 -1.4313 -3.9020
F: 5.8254 -1.5799 -6.0750
F: 4.0643 -1.8997 -4.7933
O: 6.2009 0.9436 -5.0118
O: 4.2697 -0.9202 -1.0110
O: 2.4426 3.8621 -0.3844
O: 2.0252 -0.8164 -1.1908
N: 2.7811 2.0271 -1.8532
N: 2.7244 0.8554 -3.7953
N: 0.7076 1.6990 -2.6995
C: -5.4654 -1.5187 -2.5434
C: -0.9033 0.5071 5.2629
C: 3.3121 1.2231 -0.7847
C: 3.2498 -0.2677 -1.0152
C: -2.2775 -0.0383 5.5103
C: 0.1021 2.0101 -0.3156
C: -0.0177 4.9936 -2.9106
C: 5.8042 -5.1035 5.0429
C: 4.9170 0.3415 -5.0019
C: 7.5628 3.9478 -5.4769
C: -4.5086 -5.9547 4.7031
C: 2.7372 -1.9227 4.8591
C: -2.1157 0.3640 -4.8880
C: 2.0079 1.4701 -2.8602
C: 0.5668 2.7567 -1.6229
C: 4.2034 0.8293 -3.7434
C: -0.6800 4.7237 -0.5448
C: 5.1841 -1.1701 -4.9712
C: 0.4809 4.4982 -4.2649
C: 1.9988 3.2705 -1.5596
C: -2.0606 -1.9051 3.5315
C: -7.6702 -5.1715 -2.1512
C: -1.6602 0.1868 0.1390
C: -0.4091 3.9428 -1.8362
C: -1.6746 -0.0418 1.6888
C: -0.3460 1.5428 -3.6970
C: -2.2225 -0.0046 10.1905
C: -0.4278 1.4215 6.4454
C: -1.3271 0.3664 -3.5766
C: 0.7086 2.2674 5.9485
C: -1.4054 1.6615 -0.2421
C: -2.0446 -1.4949 2.0105
C: -2.9391 -0.9470 4.4073
C: -6.6312 -1.6854 0.9354
C: 2.7897 -3.8165 -7.2198
H: -1.3932 3.5864 -2.1332
H: -2.6258 -0.1414 -0.2508
H: 5.6301 -5.3425 4.0025
H: -1.3412 5.5348 -0.8396
H: -3.0330 -1.7290 1.6138
H: -1.2253 4.1544 0.1940
H: -6.3173 -2.2686 0.0786
H: 0.2046 5.1996 -0.1394
H: -1.9506 1.9122 -1.1478
H: 2.8383 1.4395 0.1671
H: 1.1890 2.7673 6.7872
H: -2.2974 -0.5670 6.4592
H: -0.9239 -0.4827 -0.2985
H: -3.5417 -0.3300 3.7448
H: 0.0291 1.5184 -4.7094
H: -0.1838 -0.3034 5.2175
H: -1.5058 0.0490 -5.7264
H: -3.6342 -1.5813 4.9498
H: 4.4722 0.6627 -5.9352
H: 0.9395 5.3290 -4.7928
H: 0.6362 1.0683 -0.2531
H: 6.8384 3.1455 -5.4627
H: -1.0637 -2.0606 3.9310
H: -8.4004 -5.9677 -2.1037
H: -2.3647 0.6437 2.1704
H: 0.6991 5.6808 -2.4608
H: 1.8269 -1.4498 -0.4884
H: 0.3821 3.0169 5.2332
H: -0.9143 5.5757 -3.0977
H: 4.3572 1.4682 -0.6433
H: -2.2996 0.1301 11.2606
H: -0.0758 0.7731 7.2451
H: 2.3669 4.8129 -0.4926
H: 4.5169 1.8577 -3.6030
H: -5.1069 -6.8548 4.6662
H: -0.6638 0.0792 2.0752
H: -1.2588 2.0442 6.7647
H: -2.4885 1.3777 -5.0453
H: 1.4115 1.5996 5.5044
H: 1.2064 3.6932 -4.2218
H: -2.0451 0.5141 -2.7809
H: -0.8423 1.1032 4.3568
H: 6.5621 0.9707 -4.1185
H: 2.3039 3.9006 -2.3915
H: -1.0098 2.3982 -3.6935
H: 4.5820 0.2679 -2.8931
H: 0.3929 2.5556 0.5771
H: -3.0003 -0.2491 -4.7855
H: -2.9333 0.8262 5.6094
H: -1.8439 2.2482 0.5600
H: -2.5301 -2.8858 3.5722
H: -0.3355 4.1734 -4.9023
H: -1.3523 -2.1554 1.4854
H: 3.8063 -1.8964 4.7209
H: 3.6008 -3.3720 -6.6611
H: -6.4362 -1.5476 -2.0635

Atomic forces in eV per Å
-0.12 -0.21 0.28
0.00 -0.06 0.22
-0.01 0.04 0.02
-0.02 0.00 -0.07
0.17 0.23 -0.25
-0.06 -0.07 0.05
-0.02 0.08 -0.07
0.00 0.01 0.01
0.01 -0.01 -0.03
0.06 0.03 0.01
0.00 0.04 0.05
-0.02 -0.11 0.07
0.01 0.01 0.00
-0.02 -0.08 -0.03
0.11 0.14 0.01
-0.03 -0.02 0.03
-0.06 -0.06 0.15
0.01 0.08 0.03
0.01 -0.02 -0.04
-0.01 0.00 0.02
-0.01 0.02 -0.01
0.47 -0.30 -0.22
0.07 0.04 -0.09
0.07 -0.01 0.07
-0.16 0.00 0.15
-0.03 0.04 0.00
0.20 0.08 -0.03
-0.08 -0.05 0.01
-0.04 0.07 -0.02
-0.39 0.01 -0.56
-0.56 0.06 0.46
0.36 0.06 -0.27
-0.17 0.34 -0.11
-1.08 0.42 0.12
-0.33 -0.53 0.07
-0.23 0.84 0.31
-0.95 1.00 -0.70
-0.68 -0.68 -0.51
-0.11 1.33 -1.13
-0.04 -0.13 0.08
0.44 0.33 1.30
0.69 -0.13 0.29
1.52 -1.21 0.42
-0.79 -0.28 -1.03
0.18 -0.16 -0.43
0.13 -0.63 0.17
0.02 -0.14 0.10
0.94 0.07 0.22
0.08 0.04 -0.08
-0.01 0.07 -0.02
-0.29 0.08 -0.03
-0.22 0.36 0.62
0.68 -0.56 0.75
-1.22 0.20 1.85
0.05 0.39 -0.24
-0.29 0.21 -0.51
0.46 -0.17 0.44
-0.09 0.39 -0.16
1.19 -0.65 0.41
-0.65 0.81 -0.58
0.08 0.08 -0.04
-0.36 0.22 1.03
-0.10 0.28 -0.97
0.32 -1.00 -1.00
-0.71 -0.80 -0.26
-0.01 0.03 -0.04
-0.51 -0.77 -1.34
-0.08 0.11 -0.67
-0.02 0.46 0.83
0.29 -0.62 0.41
0.00 -0.24 0.87
0.78 -0.22 0.39
-0.15 -0.11 -0.03
0.03 -0.08 0.00
0.02 -0.41 -0.04
-0.11 0.06 -0.03
-0.01 0.03 -0.02
-0.10 0.18 0.06
0.10 0.15 -0.11
0.22 -0.06 0.27
-0.07 -0.04 0.02
0.17 -0.13 0.29
0.06 0.02 -0.15
-0.41 0.05 0.13
0.18 0.22 -0.05
0.07 -0.09 0.19
0.20 -0.03 -0.20
-0.04 0.11 -0.06
0.47 0.08 0.03
0.00 -0.06 -0.31
0.01 -0.06 -0.18
-0.30 -0.01 0.01
-0.37 -0.24 -0.08
0.16 0.07 -0.10
0.22 -0.16 -0.15
0.01 -0.03 -0.01
0.30 0.29 0.04
-0.04 0.02 0.01
0.02 0.24 0.08
0.19 0.10 -0.06
0.13 -0.44 -0.22
0.00 0.06 -0.17
-0.08 0.26 0.08
0.26 -0.06 -0.03
0.00 0.02 0.02
-0.26 0.18 0.12
0.15 0.16 0.14
-0.01 0.22 -0.03
-0.02 -0.01 -0.01
0.14 0.54 0.20
-0.13 -0.03 0.39
0.02 0.14 -0.27
0.78 -0.14 -0.47
0.17 -0.05 0.02
0.19 -0.13 0.41
-0.07 -0.06 -0.39
0.19 -0.23 0.04
-0.68 0.31 -0.22
0.21 0.35 0.34
-0.19 -0.19 -0.02
0.09 0.34 -0.08
-0.05 -0.38 -0.16
-0.27 0.00 0.27
-0.24 0.22 -0.06
0.01 -0.18 -0.05
-0.16 -0.15 -0.02
0.13 -0.08 -0.06
0.11 0.02 -0.04
0.01 0.00 0.00
-0.05 0.00 -0.05

These are the Mulliken partial charges, in e, on atoms 1 to 6: atom 1 (I): 0.0190, atom 2 (Cl): -0.0979, atom 3 (Cl): -0.1094, atom 4 (Cl): -0.0986, atom 5 (Cl): -0.0624, atom 6 (Cl): -0.0743